Formula: C35H85CaCu2N5O11
Source: OMol25
Level of theory: ωB97M-V/def2-TZVPD

## Properties
Multiplicity = 1
Total charge = +2
Kohn-Sham gap = 4.517 eV
E_HOMO = -11.3 eV
Calculated total energy = -6443.846337 a.u.

Atoms and positions in Å:
Cu (0.22, 1.45, 2.95)
Cu (-3.82, 0.94, 1.99)
Ca (-1.68, 2.69, 0.71)
C (-1.15, -0.75, 0.68)
O (-1.88, 0.45, 0.69)
H (-1.62, -1.51, 1.31)
H (-1.11, -1.18, -0.33)
H (-0.12, -0.62, 1.03)
C (1.87, 2.08, 0.57)
O (0.65, 2.51, 1.08)
H (2.71, 2.32, 1.23)
H (1.96, 1.03, 0.27)
H (2.06, 2.62, -0.37)
C (4.54, 0.85, -2.99)
C (4.01, -0.29, -3.89)
C (2.90, -1.03, -3.16)
C (1.51, -0.46, -3.35)
C (1.16, -0.18, -4.80)
C (2.26, 0.73, -5.44)
N (3.56, 0.17, -5.18)
O (4.56, 0.71, -6.01)
C (1.95, 0.77, -6.92)
C (2.03, 2.15, -4.88)
C (5.14, -1.30, -4.12)
H (5.17, 1.51, -3.59)
H (5.21, 0.45, -2.22)
H (3.74, 1.37, -2.45)
H (2.90, -2.13, -3.25)
H (3.05, -1.00, -2.07)
H (1.43, 0.49, -2.80)
H (0.65, -0.97, -2.90)
H (0.24, 0.39, -4.90)
H (1.17, -1.05, -5.46)
H (2.57, 1.49, -7.45)
H (2.19, -0.19, -7.39)
H (0.91, 1.06, -7.06)
H (1.04, 2.53, -5.11)
H (2.28, 2.26, -3.82)
H (2.74, 2.83, -5.37)
H (5.88, -0.97, -4.84)
H (4.71, -2.23, -4.51)
H (5.67, -1.47, -3.18)
H (4.62, 0.06, -6.72)
C (4.80, -3.33, 1.74)
O (3.78, -2.50, 2.30)
C (2.56, -2.57, 1.65)
C (1.60, -3.68, 2.07)
N (1.87, -5.07, 1.73)
C (1.65, -5.40, 0.32)
C (0.20, -5.40, -0.08)
O (-0.59, -6.49, 0.37)
C (-0.69, -6.70, 1.75)
H (5.09, -2.98, 0.75)
H (4.50, -4.38, 1.72)
H (5.66, -3.28, 2.40)
H (2.63, -2.44, 0.57)
H (2.01, -1.71, 2.06)
H (0.60, -3.42, 1.71)
H (1.42, -3.60, 3.16)
H (2.81, -5.34, 1.99)
H (2.04, -6.42, 0.24)
H (2.21, -4.76, -0.37)
H (0.08, -5.51, -1.16)
H (-0.31, -4.46, 0.17)
H (-1.07, -5.81, 2.28)
H (0.24, -7.01, 2.23)
H (-1.40, -7.51, 1.94)
C (-4.87, 0.09, 5.01)
O (-4.95, -0.15, 3.60)
C (-5.03, -1.54, 3.33)
C (-5.50, -1.77, 1.92)
N (-4.70, -0.93, 1.01)
C (-5.36, -0.84, -0.34)
C (-4.40, -1.41, -1.36)
O (-4.12, -2.72, -0.91)
C (-3.29, -3.47, -1.76)
H (-5.62, -0.41, 5.60)
H (-4.96, 1.16, 5.20)
H (-3.87, -0.21, 5.34)
H (-5.69, -2.10, 3.99)
H (-4.00, -1.90, 3.41)
H (-6.56, -1.54, 1.85)
H (-5.39, -2.84, 1.70)
H (-3.91, -1.53, 0.78)
H (-5.48, 0.23, -0.55)
H (-6.35, -1.27, -0.43)
H (-3.47, -0.83, -1.30)
H (-4.81, -1.41, -2.37)
H (-2.45, -2.88, -2.17)
H (-3.82, -3.93, -2.59)
H (-2.79, -4.23, -1.16)
C (-1.16, -1.29, 4.15)
O (-0.05, -0.41, 4.08)
C (0.69, -0.42, 5.30)
C (1.90, 0.44, 5.15)
N (1.57, 1.82, 4.73)
C (2.81, 2.58, 4.41)
C (2.41, 3.91, 3.82)
O (1.32, 4.45, 4.50)
C (0.70, 5.48, 3.79)
H (-1.91, -0.85, 4.83)
H (-0.88, -2.20, 4.68)
H (-1.58, -1.43, 3.16)
H (1.03, -1.45, 5.47)
H (0.05, -0.16, 6.15)
H (2.76, -0.02, 4.66)
H (2.29, 0.58, 6.18)
H (1.08, 2.27, 5.50)
H (3.29, 1.94, 3.69)
H (3.38, 2.71, 5.34)
H (2.21, 3.72, 2.75)
H (3.24, 4.63, 3.75)
H (1.27, 6.41, 3.81)
H (-0.28, 5.67, 4.23)
H (0.52, 5.18, 2.75)
C (-2.16, 5.96, 1.71)
O (-1.86, 5.01, 0.68)
C (-1.50, 5.71, -0.56)
C (-0.86, 4.75, -1.54)
N (-1.46, 3.43, -1.64)
C (-0.90, 2.59, -2.74)
C (-1.78, 1.37, -2.98)
O (-2.64, 1.72, -4.03)
C (-3.46, 0.66, -4.52)
H (-2.85, 5.51, 2.42)
H (-2.58, 6.89, 1.30)
H (-1.24, 6.37, 2.15)
H (-2.48, 5.97, -0.97)
H (-0.84, 6.55, -0.38)
H (-0.84, 5.24, -2.52)
H (0.22, 4.70, -1.33)
H (-2.45, 3.49, -1.91)
H (-0.79, 3.08, -3.71)
H (0.07, 2.28, -2.36)
H (-1.12, 0.53, -3.22)
H (-2.34, 1.06, -2.08)
H (-3.02, 0.20, -5.40)
H (-4.41, 1.12, -4.78)
H (-3.61, -0.11, -3.77)

Atom charges from the Löwdin analysis, given in e for atoms 1 to 2:
1 Cu 0.438
2 Cu 0.503


Formula: C35H85N10O7P3
Source: OMol25
Level of theory: ωB97M-V/def2-TZVPD

## Properties
Multiplicity = 1
Kohn-Sham gap = 7.902 eV
E_HOMO = -8.1 eV
Calculated total energy = -3482.844030 a.u.
SMILES = CCCCCCCCC[C@@H]1OC(=O)C[C@@]1(CN)CCOC=O.CN(C)P(=O)(N(C)C)N(C)C.CN(C)P(=O)(N(C)C)N(C)C.CN(C)P(=O)(N(C)C)N(C)C

Atoms and positions in Å:
C (-2.88, 0.63, 0.53)
C (-2.50, -0.33, -0.60)
C (-3.53, -0.39, -1.77)
C (-4.69, 0.60, -1.70)
C (-5.80, 0.31, -2.73)
C (-5.37, 0.61, -4.18)
C (-4.75, -0.58, -4.92)
C (-3.63, -0.23, -5.92)
C (-2.57, 0.74, -5.36)
C (-1.16, 0.19, -5.42)
O (-1.05, -1.15, -4.89)
C (0.30, -1.40, -5.03)
O (0.74, -2.46, -5.34)
C (1.03, -0.10, -4.71)
C (-0.11, 0.95, -4.58)
C (-0.40, 0.99, -3.06)
N (0.72, 1.41, -2.23)
C (0.28, 2.33, -5.14)
C (-0.73, 3.44, -4.84)
O (-0.19, 4.51, -4.03)
C (-1.19, 4.98, -3.22)
O (-2.11, 5.62, -3.64)
H (-2.95, 1.65, 0.14)
H (-2.06, 0.65, 1.26)
H (-3.77, 0.33, 1.08)
H (-2.42, -1.34, -0.19)
H (-1.52, -0.06, -0.97)
H (-2.98, -0.18, -2.70)
H (-3.94, -1.40, -1.85)
H (-4.33, 1.62, -1.87)
H (-5.17, 0.58, -0.72)
H (-6.65, 0.95, -2.48)
H (-6.12, -0.73, -2.62)
H (-4.74, 1.50, -4.15)
H (-6.27, 0.89, -4.74)
H (-5.55, -1.04, -5.49)
H (-4.37, -1.35, -4.24)
H (-3.11, -1.15, -6.20)
H (-4.07, 0.16, -6.84)
H (-2.57, 1.65, -5.97)
H (-2.79, 1.05, -4.34)
H (-0.83, 0.12, -6.47)
H (1.56, -0.34, -3.79)
H (1.76, 0.11, -5.49)
H (-1.24, 1.66, -2.85)
H (-0.74, 0.01, -2.72)
H (1.37, 2.03, -2.71)
H (1.26, 0.62, -1.92)
H (1.25, 2.63, -4.75)
H (0.39, 2.26, -6.23)
H (-1.12, 3.84, -5.78)
H (-1.60, 3.04, -4.32)
H (-1.08, 4.72, -2.15)
O (-0.43, 0.41, 3.99)
P (0.16, -0.67, 4.85)
N (-0.69, -2.01, 4.16)
C (-1.38, -3.04, 4.91)
C (-0.38, -2.35, 2.79)
N (-0.59, -0.10, 6.31)
C (-1.33, -0.93, 7.24)
C (-1.14, 1.25, 6.29)
N (1.09, -1.73, 5.89)
C (2.00, -1.04, 6.84)
C (1.93, -2.69, 5.13)
H (-0.74, -3.57, 5.63)
H (-1.77, -3.78, 4.22)
H (-2.23, -2.64, 5.45)
H (0.57, -2.90, 2.69)
H (-0.29, -1.46, 2.16)
H (-1.16, -2.96, 2.34)
H (-2.37, -1.05, 6.93)
H (-1.34, -0.46, 8.23)
H (-0.87, -1.91, 7.37)
H (-2.11, 1.30, 5.79)
H (-0.47, 1.94, 5.80)
H (-1.26, 1.59, 7.32)
H (2.78, -0.47, 6.33)
H (2.48, -1.79, 7.48)
H (1.44, -0.37, 7.48)
H (2.57, -2.19, 4.40)
H (1.31, -3.41, 4.61)
H (2.57, -3.26, 5.81)
O (2.33, -3.63, 0.08)
P (1.94, -4.90, -0.57)
N (0.46, -4.58, -1.32)
C (-0.62, -5.54, -1.49)
C (0.40, -3.41, -2.19)
N (1.76, -5.97, 0.74)
C (0.77, -7.02, 0.83)
C (2.06, -5.42, 2.06)
N (2.54, -6.10, -1.61)
C (3.86, -6.63, -1.19)
C (2.67, -5.69, -3.02)
H (-0.31, -6.45, -2.03)
H (-1.42, -5.09, -2.07)
H (-1.05, -5.84, -0.54)
H (0.87, -3.56, -3.16)
H (0.90, -2.57, -1.70)
H (-0.63, -3.11, -2.36)
H (-0.19, -6.64, 1.19)
H (1.11, -7.79, 1.53)
H (0.63, -7.51, -0.13)
H (1.24, -4.79, 2.43)
H (2.96, -4.81, 2.03)
H (2.24, -6.22, 2.77)
H (4.64, -5.87, -1.22)
H (4.14, -7.45, -1.85)
H (3.80, -7.03, -0.18)
H (3.25, -4.77, -3.15)
H (1.69, -5.54, -3.47)
H (3.16, -6.48, -3.58)
O (0.81, 6.26, 2.97)
P (1.96, 5.76, 2.20)
N (1.49, 5.83, 0.57)
C (1.92, 4.92, -0.47)
C (0.95, 7.11, 0.11)
N (2.12, 4.15, 2.72)
C (2.52, 3.04, 1.88)
C (1.20, 3.70, 3.76)
N (3.64, 5.98, 2.02)
C (4.38, 5.92, 3.30)
C (4.03, 7.24, 1.35)
H (3.01, 4.87, -0.58)
H (1.53, 5.19, -1.45)
H (1.54, 3.91, -0.29)
H (1.71, 7.87, -0.06)
H (0.25, 7.50, 0.85)
H (0.39, 6.97, -0.82)
H (1.68, 2.62, 1.33)
H (2.94, 2.24, 2.51)
H (3.31, 3.33, 1.19)
H (0.20, 3.46, 3.37)
H (1.08, 4.46, 4.53)
H (1.60, 2.80, 4.23)
H (4.09, 6.73, 3.98)
H (5.45, 5.99, 3.10)
H (4.19, 4.97, 3.80)
H (3.59, 8.12, 1.82)
H (3.74, 7.22, 0.30)
H (5.11, 7.34, 1.38)

Atom charges from the Löwdin analysis, given in e for atoms 1 to 2:
1 C -0.104
2 C -0.231


- What is the Kohn-Sham gap in the first record?
  4.517 eV


- Which formula does entry 2 have?
  C35H85N10O7P3


- multiplicity of number 1 (C35H85CaCu2N5O11)?
  1